(1)
Below is the molecule C14H10BrNS, with properties calculated with ωB97M-V with the def2-TZVPD basis set.

The value obtained for the largest force on an atom is 4.69 eV Å⁻¹. The frontier orbital gap is 9.5 eV. The value obtained for the LUMO energy is 0.572 eV.

Structure (ORCA input):
```
! RIJCOSX wB97M-V def2-TZVPD def2/J DEFGRID3
* xyz 0 1
S -1.684 -3.608 4.498
Br 2.136 0.100 -5.971
C -1.466 -2.090 4.221
N -1.511 -0.916 4.186
C 1.705 1.240 -3.338
C 0.171 -0.525 -4.016
C 1.300 1.111 -2.081
C -0.356 -0.521 -2.724
C -1.243 0.758 0.255
C 0.800 -0.351 0.571
C -1.503 0.826 1.619
C 0.676 -0.323 1.941
C 1.232 0.319 -4.273
C 0.289 0.225 -1.734
C -0.129 0.129 -0.272
C -0.541 0.170 2.429
C -0.672 0.184 3.867
H 2.497 1.965 -3.474
H -0.200 -1.211 -4.728
H 1.704 1.730 -1.185
H -1.076 -1.296 -2.405
H -1.994 1.248 -0.448
H 1.725 -0.796 0.260
H -2.465 1.225 1.950
H 1.493 -0.869 2.408
H -1.201 1.130 4.101
H 0.314 0.145 4.342
*
```

***

(2)
Below is a structure of composition C14H10CrO3S6Sb, with properties calculated with ωB97M-V with the def2-TZVPD basis set.

The value obtained for the largest force on an atom is 0.54 eV Å⁻¹. The frontier orbital gap (spin up / spin down) is 5.0 / 6.1 eV. The value obtained for the LUMO energy (spin up / spin down) is 4.277 / 4.276 eV.

Structure (ORCA input):
```
! RIJCOSX wB97M-V def2-TZVPD def2/J DEFGRID3
* xyz -2 6
Cr 0.652 0.487 -0.157
S -3.223 -2.265 -2.643
Sb -1.900 -1.133 -1.133
S 0.238 -1.994 -0.662
S -1.440 1.131 -1.580
O -0.310 0.373 1.604
C -0.182 1.598 2.236
C -1.514 2.329 2.276
C -1.833 3.601 2.654
C -3.232 3.842 2.642
C -3.940 2.741 2.259
S -2.914 1.426 1.871
C 0.266 1.357 3.675
C 0.646 2.216 4.663
C 0.989 1.547 5.867
C 0.871 0.194 5.761
S 0.337 -0.278 4.198
C 0.884 2.418 1.504
C 0.801 3.571 0.775
C 2.055 3.962 0.225
C 3.067 3.103 0.527
S 2.519 1.821 1.522
H -1.092 4.337 2.941
H -3.687 4.791 2.898
H -5.010 2.659 2.140
H 0.682 3.289 4.524
H 1.321 2.050 6.768
H 1.080 -0.543 6.523
H -0.134 4.083 0.602
H 2.183 4.818 -0.423
H 4.071 3.089 0.136
O 4.281 1.277 -1.379
C 3.241 1.071 -2.014
O 2.085 0.803 -1.577
H 3.294 1.133 -3.119
*
```

***

(3)
Below is a structure of composition C14H10F5FeN, with properties calculated with ωB97M-V with the def2-TZVPD basis set.

The value obtained for the largest force on an atom is 5.69 eV Å⁻¹. The frontier orbital gap (spin up / spin down) is 3.5 / 4.2 eV. The value obtained for the LUMO energy (spin up / spin down) is 5.602 / 5.555 eV.

Structure (ORCA input):
```
! RIJCOSX wB97M-V def2-TZVPD def2/J DEFGRID3
* xyz -2 5
C -0.168 1.719 -2.397
C 1.088 1.921 -1.769
C 0.854 2.363 -0.437
C -0.553 2.390 -0.218
C -1.197 1.990 -1.437
Fe -0.091 0.426 -0.753
C 2.061 -0.728 -0.745
C 1.557 -1.021 -1.972
C 1.470 -1.505 -3.184
N -0.974 -0.674 -1.634
H 1.603 2.742 0.251
H 2.048 1.927 -2.272
H -1.053 2.835 0.628
H -2.254 2.076 -1.637
H -0.323 1.545 -3.449
H 2.798 0.070 -0.625
H -1.479 -1.509 -1.936
H 2.074 -1.475 0.051
H 2.275 -2.016 -3.738
H 0.538 -1.410 -3.749
F -1.174 1.757 2.414
C -0.990 0.407 2.413
C -0.532 -0.308 1.291
C -0.418 -1.680 1.545
F 0.007 -2.537 0.576
C -0.743 -2.298 2.761
F -0.587 -3.631 2.851
C -1.205 -1.563 3.843
F -1.523 -2.177 5.010
C -1.326 -0.189 3.644
F -1.784 0.554 4.675
*
```

***

(4)
Below is a structure of composition C14H10MnN9S3, with properties calculated with ωB97M-V with the def2-TZVPD basis set.

The value obtained for the largest force on an atom is 0.41 eV Å⁻¹. The frontier orbital gap (spin up / spin down) is 6.3 / 6.3 eV. The value obtained for the LUMO energy (spin up / spin down) is -4.449 / -4.489 eV.

Structure (ORCA input):
```
! RIJCOSX wB97M-V def2-TZVPD def2/J DEFGRID3
* xyz 1 2
Mn -0.313 0.812 0.021
N 2.207 -0.284 -2.111
C 2.487 -0.238 -0.775
N 1.577 0.006 0.130
C 2.122 0.026 1.410
C 3.455 -0.164 1.458
S 4.075 -0.422 -0.132
C 1.140 0.211 2.471
C 1.245 0.054 3.803
S -0.302 0.245 4.546
C -1.012 0.513 2.995
N -0.141 0.497 2.009
N -2.329 0.760 2.838
H 1.275 -0.602 -2.332
H 2.916 -0.677 -2.710
H 4.105 -0.183 2.316
H 2.114 -0.196 4.387
H -2.969 0.494 3.570
H -2.702 0.666 1.906
N -1.709 -0.535 -0.204
C -2.847 -0.794 -0.127
C -4.179 -1.056 0.029
C -4.629 -1.409 1.326
N -4.893 -1.653 2.421
C -5.025 -0.746 -1.070
N -5.669 -0.434 -1.973
S 0.810 3.049 -0.235
C 0.044 2.794 -1.698
N 0.055 3.644 -2.759
C -0.624 3.387 -3.902
C -1.346 2.239 -4.015
C -1.332 1.362 -2.920
N -0.660 1.627 -1.818
H 0.583 4.502 -2.663
H -0.557 4.134 -4.680
H -1.909 2.016 -4.907
H -1.885 0.429 -2.934
*
```

***

(5)
Below is the molecule C14H10N2O3S, with properties calculated with ωB97M-V with the def2-TZVPD basis set.

The value obtained for the largest force on an atom is 1.34 eV Å⁻¹. The frontier orbital gap is 8.1 eV. The value obtained for the LUMO energy is -0.522 eV.

Structure (ORCA input):
```
! RIJCOSX wB97M-V def2-TZVPD def2/J DEFGRID3
* xyz 0 1
O 5.157 1.036 -1.463
N 4.379 1.312 -0.574
O 4.353 2.371 0.016
C 3.418 0.309 -0.192
C 2.511 0.582 0.825
C 1.592 -0.382 1.189
C 1.575 -1.615 0.544
C 2.489 -1.872 -0.477
C 3.412 -0.917 -0.848
H 4.127 -1.099 -1.635
H 2.463 -2.825 -0.984
C 0.563 -2.648 0.913
H -0.007 -2.362 1.794
H 1.018 -3.629 1.048
S -0.641 -2.887 -0.454
C -1.501 -1.399 -0.297
N -1.344 -0.524 0.640
C -2.248 0.471 0.334
C -2.544 1.670 0.966
C -3.525 2.456 0.394
C -4.194 2.071 -0.767
C -3.912 0.879 -1.411
C -2.931 0.094 -0.840
O -2.434 -1.115 -1.233
H -4.424 0.574 -2.308
H -4.954 2.720 -1.175
H -3.783 3.396 0.857
H -2.025 1.965 1.863
H 0.872 -0.178 1.965
H 2.538 1.546 1.310
*
```

***

(6)
Below is a structure of composition C14H10N2O8RuS2, with properties calculated with ωB97M-V with the def2-TZVPD basis set.

The value obtained for the largest force on an atom is 3.20 eV Å⁻¹. The frontier orbital gap (spin up / spin down) is 6.6 / 7.1 eV. The value obtained for the LUMO energy (spin up / spin down) is 1.050 / 1.557 eV.

Structure (ORCA input):
```
! RIJCOSX wB97M-V def2-TZVPD def2/J DEFGRID3
* xyz -1 2
Ru -0.723 -0.308 0.089
C -1.254 2.019 0.528
C -1.810 1.305 1.625
C -0.736 0.872 2.449
C 0.465 1.326 1.876
C 0.156 2.022 0.688
H -1.807 2.603 -0.197
H -2.858 1.270 1.884
H -0.833 0.388 3.409
H 1.459 1.193 2.272
H 0.875 2.520 0.054
O 3.085 0.098 0.485
C 2.242 -0.622 -0.024
O 1.314 -0.310 -0.829
C 2.310 -2.140 0.214
C 3.485 -2.793 -0.005
C 3.534 -4.200 0.013
C 2.372 -4.923 0.216
C 1.174 -4.272 0.461
C 1.090 -2.831 0.546
O 0.051 -2.238 0.939
N 0.008 -5.061 0.628
O -1.084 -4.519 0.591
O 0.146 -6.262 0.807
N 4.763 -4.868 -0.214
O 5.770 -4.195 -0.376
O 4.761 -6.090 -0.237
H 4.384 -2.238 -0.226
H 2.393 -6.004 0.171
C -3.510 -2.829 1.078
O -2.854 -1.900 0.219
C -2.815 -2.170 -1.089
S -3.555 -3.456 -1.793
S -1.999 -0.959 -1.980
H -3.559 -2.355 2.056
H -2.933 -3.753 1.124
H -4.515 -3.044 0.705
*
```

***

(7)
Below is the molecule C14H10N4, with properties calculated with ωB97M-V with the def2-TZVPD basis set.

The value obtained for the largest force on an atom is 5.77 eV Å⁻¹. The frontier orbital gap is 8.1 eV. The value obtained for the LUMO energy is -0.746 eV.

Structure (ORCA input):
```
! RIJCOSX wB97M-V def2-TZVPD def2/J DEFGRID3
* xyz 0 1
N -0.629 0.249 0.932
N 1.346 -0.816 0.133
N -0.910 0.537 -0.336
N 1.168 -0.239 -1.044
C 0.507 -0.466 1.162
C -0.088 0.303 -1.351
C 0.734 -2.006 5.240
C -1.168 2.214 -5.019
C 1.933 -1.884 4.482
C -0.483 -1.719 4.572
C -2.000 2.307 -3.987
C -0.011 1.386 -5.059
C 2.021 -1.413 3.132
C -0.510 -1.304 3.303
C -1.701 1.602 -2.766
C 0.339 0.713 -3.851
C 0.694 -1.084 2.515
C -0.483 0.780 -2.666
H 0.802 -2.220 6.311
H -1.373 2.965 -5.724
H 2.836 -2.049 5.051
H -1.413 -1.891 5.056
H -2.752 3.088 -3.977
H 0.731 1.404 -5.890
H 2.931 -1.341 2.631
H -1.475 -1.062 2.879
H -2.419 1.631 -1.942
H 1.373 0.315 -3.788
*
```

***

(8)
Below is a structure of composition C14H11AuFNO4S, with properties calculated with ωB97M-V with the def2-TZVPD basis set.

The value obtained for the largest force on an atom is 0.89 eV Å⁻¹. The frontier orbital gap is 6.7 eV. The value obtained for the LUMO energy is 4.823 eV.

Structure (ORCA input):
```
! RIJCOSX wB97M-V def2-TZVPD def2/J DEFGRID3
* xyz -2 1
Au -1.686 -1.937 -1.073
C 1.337 3.800 -0.250
C 0.481 2.691 0.311
C -0.787 2.433 -0.199
C -1.588 1.439 0.353
C -1.114 0.697 1.418
C 0.162 0.919 1.916
C 0.955 1.913 1.366
S -2.158 -0.497 2.277
O -3.513 -0.151 1.884
O -1.875 -0.211 3.688
O -1.686 -1.811 1.858
H 0.917 4.189 -1.179
H 2.348 3.442 -0.454
H 1.413 4.624 0.464
H -1.150 3.023 -1.035
H -2.578 1.222 -0.026
H 0.499 0.304 2.739
H 1.951 2.102 1.756
F 4.541 -2.116 -1.261
C 3.165 -2.077 -1.205
C 2.454 -3.252 -1.304
C 1.064 -3.187 -1.251
C 0.342 -1.988 -1.119
C 1.141 -0.835 -1.048
C 2.533 -0.860 -1.078
H 2.976 -4.192 -1.440
H 0.518 -4.122 -1.321
H 0.665 0.134 -0.964
H 3.118 0.051 -1.023
O -5.962 -1.888 -0.597
C -4.796 -1.906 -0.898
N -3.686 -1.951 -1.305
*
```